# 1
{
  "formula": "C19H40NO8S3",
  "method": "ωB97M-V/def2-TZVPD",
  "species": ["C", "C", "C", "O", "S", "O", "O", "N", "S", "O", "O", "C", "C", "C", "C", "C", "C", "C", "C", "C", "C", "C", "O", "C", "H", "H", "H", "H", "H", "H", "H", "H", "H", "H", "H", "H", "H", "H", "H", "H", "H", "H", "H", "H", "H", "H", "H", "H", "H", "H", "H", "H", "H", "H", "H", "H", "C", "C", "C", "S", "O", "O", "C", "H", "H", "H", "H", "H", "H", "H", "H"],
  "coordinates": [[-3.4700, 3.4782, -0.2039], [-2.0975, 3.4233, -0.8801], [-2.0856, 2.2955, -1.8963], [-1.0696, 2.5587, -2.8694], [-0.3620, 1.2934, -3.5564], [0.6436, 1.9102, -4.3692], [0.0748, 0.4444, -2.4756], [-1.4699, 0.6369, -4.4897], [-2.2894, -0.6288, -3.9425], [-3.1870, -1.0384, -4.9988], [-2.8919, -0.4452, -2.6380], [-1.1364, -1.9744, -3.7557], [-1.8991, -3.2620, -3.4156], [-1.0050, -4.2188, -2.6034], [-1.0753, -3.9406, -1.1083], [-0.5053, -5.0700, -0.2472], [-0.5141, -4.7178, 1.2468], [0.5759, -5.4476, 2.0747], [1.4390, -4.4898, 2.8878], [2.1817, -3.4648, 2.0151], [3.5385, -3.0315, 2.5771], [3.5544, -2.5724, 4.0301], [3.2887, -1.1895, 4.1810], [1.9200, -0.8516, 4.1348], [-4.2364, 3.6879, -0.9500], [-3.5002, 4.2095, 0.5973], [-3.6990, 2.4868, 0.1877], [-1.3603, 3.1933, -0.1146], [-1.8404, 4.3753, -1.3410], [-3.0500, 2.1995, -2.3987], [-1.9160, 1.3490, -1.3875], [-0.5716, -2.0599, -4.6795], [-0.4604, -1.7326, -2.9407], [-2.7508, -2.9909, -2.7961], [-2.2695, -3.7317, -4.3214], [-1.2851, -5.2518, -2.8160], [0.0334, -4.0861, -2.9152], [-2.1084, -3.7546, -0.8066], [-0.5189, -3.0349, -0.8603], [-1.0896, -5.9762, -0.4071], [0.5239, -5.2480, -0.5673], [-1.4805, -5.0077, 1.6574], [-0.4050, -3.6415, 1.3544], [0.0861, -6.1432, 2.7558], [1.2136, -6.0159, 1.3978], [0.8012, -3.9611, 3.6000], [2.1802, -5.0402, 3.4702], [2.3646, -3.9321, 1.0435], [1.5642, -2.5947, 1.8027], [3.9177, -2.1955, 1.9879], [4.2523, -3.8459, 2.4445], [2.8597, -3.1459, 4.6481], [4.5530, -2.7195, 4.4385], [1.3059, -1.5957, 4.6463], [1.7961, 0.0982, 4.6503], [1.5713, -0.7253, 3.1092], [1.7331, 6.0572, -0.3643], [0.7699, 7.2044, -0.7004], [-0.4865, 7.0102, 0.1574], [0.0513, 6.1476, 1.6415], [-0.5485, 4.8411, 1.6431], [-0.0564, 7.0192, 2.7856], [1.7662, 5.9735, 1.1592], [2.7271, 6.2295, -0.7734], [1.3568, 5.1205, -0.7803], [1.2393, 8.1603, -0.4577], [0.5184, 7.2203, -1.7595], [-0.9511, 7.9468, 0.4538], [-1.2177, 6.3711, -0.3337], [2.1421, 5.0276, 1.5416], [2.3161, 6.8047, 1.6001]],
  "forces_ev_per_angstrom": [[0.2668, -0.2364, -0.4538], [-0.2993, -0.4224, 0.3366], [-0.2275, 0.2085, 0.0657], [0.0977, 0.0589, 0.1515], [-0.2020, 0.1611, -0.3930], [0.0043, 0.0145, -0.0151], [0.1576, -0.1251, 0.1508], [0.1825, -0.2571, 0.5670], [0.0065, -0.0214, -0.4233], [-0.0577, 0.0633, -0.1132], [-0.0458, 0.0530, 0.1235], [-0.2050, -0.3591, 0.2351], [0.5268, 0.1060, 0.1765], [-0.2018, 0.3160, -0.1587], [0.0093, -0.3286, 0.3283], [-0.0130, 0.5621, 0.0613], [0.2333, -0.6164, -0.0321], [-0.3210, 0.4003, -0.0340], [0.0540, 0.3343, -0.1752], [0.1166, -0.2998, -0.1155], [-0.2193, 0.1314, -0.0719], [0.1850, 0.1513, -0.1419], [-0.0263, -0.0266, 0.2474], [0.0818, 0.2025, -0.0417], [-0.1224, 0.2042, 0.0553], [-0.0751, 0.0612, 0.1174], [-0.0654, 0.0220, 0.2321], [0.2522, 0.2553, -0.0244], [0.0048, 0.0670, -0.1585], [0.0146, 0.0936, -0.1626], [0.1586, -0.0458, -0.1038], [0.0470, 0.0189, -0.1156], [0.0252, 0.2613, -0.0345], [-0.2310, -0.0490, -0.0564], [-0.0660, -0.0252, -0.1011], [-0.0233, -0.1249, 0.1036], [0.0872, -0.2124, -0.1576], [-0.1020, 0.0208, -0.0348], [-0.0437, 0.1836, -0.1167], [0.1353, -0.2136, -0.1210], [0.0556, -0.1800, -0.0419], [-0.1806, 0.3005, 0.0336], [-0.0453, 0.1416, 0.0638], [0.1222, -0.2187, 0.0011], [0.0822, -0.1552, 0.0078], [0.0048, -0.0249, 0.1476], [-0.0221, -0.1769, 0.0751], [0.0278, 0.0501, -0.0960], [-0.1088, 0.0434, 0.0715], [0.1181, 0.0169, -0.0748], [0.0152, -0.1444, 0.1178], [-0.0810, -0.1111, 0.0595], [0.0792, 0.0325, 0.0499], [-0.0664, -0.1296, -0.0008], [0.0336, 0.0764, 0.0139], [-0.1085, -0.0784, -0.0786], [-0.0962, -0.0091, 0.0068], [0.0136, -0.0291, 0.0317], [0.0538, 0.1550, -0.2119], [0.1298, 0.1144, -0.1959], [-0.1159, -0.0721, 0.2802], [-0.0550, -0.0777, 0.0732], [0.1549, 0.0129, -0.1594], [0.0073, -0.0066, -0.0106], [0.0084, -0.0113, 0.0027], [0.0058, -0.0016, 0.0243], [-0.0074, -0.0112, -0.0075], [-0.0364, -0.0247, 0.0659], [0.0068, -0.0706, 0.0658], [-0.0771, -0.0117, 0.0696], [-0.0177, 0.0140, 0.0200]],
  "mulliken_charge": [-1.41, 0.17, -0.42, -0.38, 0.99, -0.71, -0.58, -0.57, 1.42, -0.78, -0.67, -0.81, -0.78, -0.98, -0.50, -0.65, -0.75, -1.06, -0.69, -0.12, -1.05, -0.48, -0.42, -0.64, 0.38, 0.36, 0.35, 0.16, 0.05, 0.25, 0.42, 0.34, 0.49, 0.45, 0.32, 0.47, 0.35, 0.31, 0.27, 0.27, 0.34, 0.48, 0.43, 0.41, 0.45, 0.18, 0.48, 0.33, 0.24, 0.38, 0.43, 0.39, 0.30, 0.27, 0.27, 0.24, -0.50, -0.68, -0.37, 1.08, -0.57, -0.72, -0.73, 0.33, 0.28, 0.30, 0.35, 0.39, 0.08, 0.41, 0.35],
  "lumo_energy_ev": 2.3,
  "homo_energy_ev": -6.0,
  "gap_ha": 0.302,
  "largest_force_ha_per_bohr": 0.01283,
  "energy_ha": -2599.22941,
  "total_charge": -1,
  "multiplicity": 1
}

# 2
{
  "formula": "C19H40O7V",
  "method": "ωB97M-V/def2-TZVPD",
  "species": ["V", "C", "C", "O", "H", "H", "H", "H", "H", "C", "C", "O", "H", "H", "H", "H", "H", "C", "C", "O", "C", "H", "H", "H", "H", "H", "H", "C", "C", "O", "C", "H", "H", "H", "H", "H", "H", "C", "C", "O", "C", "H", "H", "H", "H", "H", "H", "C", "C", "O", "C", "H", "H", "H", "H", "H", "H", "C", "C", "O", "C", "H", "H", "H", "H", "H", "H"],
  "coordinates": [[0.0982, 0.0483, 0.0614], [1.1727, 4.0306, 2.1358], [1.6678, 2.6379, 1.7046], [0.6778, 1.7182, 1.2059], [0.8936, 4.5618, 1.2259], [2.0489, 4.4337, 2.6435], [0.3372, 3.8456, 2.8110], [2.1964, 2.1698, 2.5351], [2.4371, 2.8149, 0.9529], [-2.0425, -2.3555, -2.9363], [-0.8641, -2.5759, -1.9956], [-0.6477, -1.5552, -1.0433], [-2.0144, -3.0790, -3.7511], [-2.1612, -1.4213, -3.4853], [-2.9355, -2.5940, -2.3586], [0.0081, -2.7073, -2.6360], [-1.0218, -3.5471, -1.5266], [1.3692, 1.4361, -4.0444], [1.5710, 0.4175, -2.9623], [1.1605, 0.5234, -1.8101], [2.5172, -0.7807, -3.2686], [0.6150, 2.1930, -3.8288], [1.1690, 1.1138, -5.0662], [2.2856, 2.0252, -4.0776], [1.9162, -1.3615, -3.9683], [2.6026, -1.4176, -2.3882], [3.4847, -0.5270, -3.7018], [3.1008, -2.9353, 0.7776], [3.3224, -1.5498, 0.1878], [2.3436, -0.7583, 0.1786], [4.7468, -1.0214, 0.0833], [2.4144, -2.9213, 1.6242], [4.0419, -3.4730, 0.8930], [2.4957, -3.4367, 0.0223], [5.4148, -1.3051, 0.8965], [4.6474, 0.0641, 0.0946], [5.1063, -1.3035, -0.9063], [-0.6471, -2.0331, 3.9314], [0.6620, -1.6335, 3.1361], [0.5819, -1.0888, 2.0169], [1.9675, -1.7552, 3.9536], [-0.3323, -2.1923, 4.9627], [-1.1742, -2.7936, 3.3552], [-1.2188, -1.1062, 3.8858], [1.8923, -1.6793, 5.0384], [2.7739, -1.1105, 3.6042], [2.3081, -2.7762, 3.7816], [-2.4491, 3.2104, 0.1235], [-2.0930, 2.5321, -1.2049], [-1.2986, 1.5072, -1.2473], [-2.8661, 2.8815, -2.4415], [-3.5331, 3.1865, 0.2348], [-2.1021, 4.2314, 0.2823], [-1.9567, 2.5153, 0.8036], [-2.4131, 2.3869, -3.3008], [-2.9142, 3.9672, -2.5247], [-3.8800, 2.4820, -2.4203], [-3.8639, -0.5237, 2.2807], [-3.1336, -0.1651, 1.0104], [-1.8987, 0.0431, 1.0294], [-3.9290, -0.0081, -0.3159], [-3.2127, -0.9346, 3.0522], [-4.6451, -1.2739, 2.1581], [-4.3638, 0.4092, 2.5411], [-4.7850, -0.6764, -0.4095], [-3.3670, -0.0320, -1.2495], [-4.2839, 1.0220, -0.3461]],
  "forces_ev_per_angstrom": [[-0.2121, 0.4762, 0.0854], [0.0300, -1.9379, -0.4262], [-0.2413, -1.0199, -0.8380], [-0.7020, -1.0888, -1.1468], [-0.1095, 0.3810, 0.3639], [-0.3450, 0.6036, 0.0275], [-0.0487, 0.5912, 0.0679], [-0.0724, -0.1610, 0.3119], [0.1512, -0.1639, -0.3526], [-0.6254, -0.5558, 0.1116], [0.6314, 1.1613, -0.2695], [0.4243, 1.3603, 1.2511], [0.1447, -0.4139, 0.1139], [0.3355, 0.4381, 0.6097], [-0.3730, 0.3752, -0.2135], [0.5560, 0.0584, -0.0053], [-0.0184, -0.0671, 0.3585], [-0.4191, 0.9962, 0.0776], [1.4807, -0.9994, 1.1443], [-0.3434, 0.5386, -1.3386], [-1.5545, 0.3899, 0.1009], [-0.2203, -0.3149, 0.4588], [0.2377, -0.6489, 0.2310], [0.3658, -0.1470, -0.0768], [0.3223, -0.2089, -0.4562], [0.1388, 0.3440, 0.0217], [-0.2147, 0.1545, -0.0553], [-0.1990, 0.0913, -1.7747], [-1.9308, 1.8191, 3.4119], [2.4426, -1.6111, -1.1595], [-1.1868, 0.6747, -0.8330], [0.5629, 0.2748, 0.0904], [-0.2650, -0.0331, 0.3412], [0.0486, -0.4642, -0.1912], [-0.1899, -0.4855, -0.2144], [0.1284, 0.0232, -0.1071], [0.5275, -0.1544, 0.1035], [1.9499, 1.1480, -1.3723], [-1.1539, 1.8576, -0.0888], [0.3834, -1.6045, 2.4117], [-0.0516, -0.2985, -1.0818], [-0.5805, -0.6959, -0.1790], [-0.0134, -0.2551, 0.5755], [-0.1731, -0.0374, 0.0618], [-0.5535, 0.2254, -0.1686], [-0.2664, 0.1383, -0.1839], [0.0986, -0.2732, 0.0284], [0.8526, -1.3460, -0.6523], [1.6936, -3.4284, 0.2400], [-2.4776, 3.8855, 0.2191], [0.6370, -0.1303, -0.1056], [-0.0446, 0.0743, -0.0093], [0.1269, -0.0980, -0.3200], [-0.1308, 0.5240, 0.6495], [0.1825, 0.3597, -0.0453], [-0.1017, -0.0381, -0.2850], [-0.1560, 0.1115, 0.4679], [-0.0043, -0.1282, -0.5310], [2.0714, -0.3684, -1.5941], [-2.0358, -0.5837, 0.3875], [0.2621, 0.2883, 0.5290], [0.1428, 0.6550, -0.0766], [-0.0922, 0.1443, -0.5101], [-0.0314, 0.0078, 0.5853], [0.0397, 0.0616, 0.3261], [0.6519, -0.5960, 0.4663], [-0.4826, 0.1246, 0.4313]],
  "mulliken_charge": [2.25, -1.15, -0.57, -0.55, 0.23, 0.41, 0.26, 0.33, 0.32, -1.17, -0.40, -0.78, 0.41, 0.25, 0.27, 0.24, 0.34, -1.32, 0.72, -0.24, -0.92, 0.24, 0.39, 0.36, 0.36, -0.01, 0.38, -0.91, 0.82, -0.27, -1.34, 0.00, 0.40, 0.29, 0.44, 0.32, 0.35, -0.91, 0.76, -0.44, -1.34, 0.42, 0.31, 0.07, 0.45, 0.27, 0.40, -0.95, 0.56, -0.02, -1.21, 0.32, 0.42, 0.03, 0.27, 0.43, 0.28, -1.20, 0.80, -0.09, -1.00, 0.12, 0.41, 0.32, 0.49, 0.04, 0.23],
  "lumo_energy_ev": [-3.0, -2.2],
  "homo_energy_ev": [-10.9, -11.0],
  "gap_ha": [0.288, 0.322],
  "largest_force_ha_per_bohr": 0.08972,
  "energy_ha": -2218.35615,
  "s2": 2.015,
  "total_charge": 1,
  "multiplicity": 3
}